Record 1
ORCA calculation (ωB97M-V with the def2-TZVPD basis set) on 2 unconnected molecules or ions with the total composition C22H46N4O2P at a distorted geometry.

```
75
Properties=species:S:1:pos:R:3:forces:R:3
C 0.282090 3.584680 4.425356 0.1 -0.4 0.6
C -0.675001 2.471616 4.862437 -0.5 0.5 -0.8
C -1.889955 2.273052 3.923314 1.1 0.0 -0.2
C -1.446958 2.356025 2.462100 -0.4 -0.7 0.1
C -2.407362 1.670229 1.488545 0.6 0.9 -0.8
C -2.028791 2.042300 0.036858 0.0 0.0 0.8
C -0.625147 1.615209 -0.354964 -0.5 -0.4 -0.5
C -0.466535 0.106819 -0.544149 0.6 0.5 0.2
C 0.993715 -0.187865 -0.961499 -0.8 -0.5 -0.2
C 1.614482 -1.326704 -0.151500 -0.7 0.7 -1.5
P 2.183494 -0.983066 1.609665 0.6 -0.9 0.8
C 0.761692 -1.296870 2.772563 0.5 0.7 -0.9
C 2.506747 0.826348 1.839103 -0.3 -0.6 -0.6
C 3.443295 1.452926 0.784753 -0.5 0.4 0.8
C 0.744243 -2.575040 -0.335590 -0.5 -1.1 -0.4
N 1.673310 -3.633802 -0.876057 -0.3 -0.8 2.2
C 1.380680 -4.991729 -0.392169 0.8 -0.2 -0.4
C 2.044353 -6.027380 -1.317235 -1.1 -0.6 -0.1
C 1.162561 -6.154648 -2.547127 0.1 -1.0 0.2
N 0.311897 -7.319963 -2.618917 0.0 0.1 0.5
O 1.154763 -5.323768 -3.387728 0.1 1.4 -1.2
C 2.888299 -3.142050 -0.603538 -1.1 1.2 -1.5
N 3.909091 -3.780917 -0.127162 0.8 -0.7 0.0
N 2.850402 -1.805775 -0.893088 1.5 0.4 2.0
H 0.862528 3.302816 3.552951 -0.1 0.1 -0.3
H 1.005410 3.714223 5.228109 0.1 0.3 0.0
H -0.217585 4.532987 4.249411 -0.1 0.1 -0.1
H -0.118553 1.535423 4.843635 0.1 -0.1 0.4
H -1.026878 2.691903 5.866777 0.1 -0.3 0.2
H -2.236032 1.254037 4.082757 -0.5 0.0 0.2
H -2.681581 2.989016 4.126474 -0.2 0.0 0.1
H -0.490189 1.833712 2.387104 0.2 0.1 0.0
H -1.267301 3.375307 2.126682 0.0 0.2 0.1
H -3.420748 2.035797 1.626652 -0.2 -0.2 0.3
H -2.370217 0.592052 1.620420 -0.2 -0.2 0.2
H -2.782282 1.652403 -0.639955 0.1 -0.1 -0.3
H -2.079889 3.127596 -0.043704 -0.1 0.1 0.0
H -0.385428 2.086343 -1.310402 0.1 0.1 -0.1
H 0.137029 1.941304 0.350353 -0.1 0.3 0.1
H -1.157777 -0.241830 -1.305372 -0.1 0.0 -0.2
H -0.729768 -0.439041 0.364650 0.0 0.1 0.2
H 1.588407 0.716931 -0.957306 0.2 0.1 0.2
H 0.954306 -0.513464 -1.999719 0.3 -0.1 -0.1
H 0.166924 -0.388423 2.792714 -0.4 -0.1 0.2
H 1.203546 -1.478835 3.742810 0.0 0.0 0.2
H 0.170614 -2.156277 2.481504 -0.1 -0.1 0.0
H 2.978522 0.896356 2.814244 -0.1 -0.2 0.2
H 1.542530 1.326742 1.912118 0.1 0.3 -0.1
H 4.017726 0.734048 0.210098 0.0 0.0 -0.2
H 4.139071 2.099616 1.306957 0.3 0.0 -0.1
H 2.858890 2.110020 0.153001 0.1 -0.1 -0.5
H -0.073944 -2.499467 -1.045034 0.0 0.5 -0.1
H 0.300912 -2.975024 0.576515 0.1 0.1 0.2
H 0.303666 -5.099995 -0.380885 -0.2 -0.2 0.0
H 1.746698 -5.144011 0.629462 -0.1 0.2 0.1
H 2.053098 -7.011507 -0.863599 0.2 0.0 0.4
H 3.045727 -5.743371 -1.615340 0.1 0.1 -0.1
H -0.638203 -6.956907 -2.670181 -0.1 -0.2 0.0
H 0.465115 -7.762904 -3.520709 0.0 0.0 0.0
H 4.771285 -3.297881 0.079324 -0.1 -0.1 0.0
H 3.858573 -4.775812 0.038271 0.2 0.1 0.0
H 3.638783 -1.364511 -0.414549 0.1 0.2 -0.6
C -2.533214 4.232628 -3.927217 0.2 0.0 0.1
C -2.956043 3.083728 -4.833129 -0.1 0.0 -0.1
C -3.356399 2.021988 -3.820535 0.1 -0.1 0.1
O -3.849252 2.715659 -2.670121 0.1 0.1 -0.2
C -3.527921 4.107549 -2.783664 -0.2 0.0 0.0
H -2.563363 5.207924 -4.409950 0.0 0.0 0.0
H -1.516432 4.064262 -3.561531 0.0 0.0 0.0
H -3.822183 3.378811 -5.429209 0.0 0.0 0.0
H -2.174247 2.748309 -5.513089 0.0 0.0 0.0
H -2.491195 1.420433 -3.512498 0.0 0.0 -0.1
H -4.129002 1.350338 -4.195961 0.0 0.0 0.1
H -4.451496 4.653622 -2.999219 0.0 0.1 0.0
H -3.127604 4.465750 -1.834087 0.0 -0.1 0.0
```
Positions in Å, forces in eV/Å.

Computed properties:
total charge: +1
HOMO-LUMO gap: 0.32220 Ha
LUMO: -0.0900 Ha
2S+1: 1

These are the Löwdin partial charges, in e, on atoms 1 to 8: -0.114, -0.249, -0.200, -0.239, -0.187, -0.199, -0.204, -0.178

Record 2
ORCA calculation (ωB97M-V with the def2-TZVPD basis set) on a molecular structure, C3H5NO2 at a distorted geometry.

```
11
Properties=species:S:1:pos:R:3:forces:R:3
C 0.842544 1.195272 0.425933 1.6 -1.7 -0.4
C -0.942994 -0.243308 -0.299281 -5.5 2.9 -1.2
C 1.050023 -0.001484 -0.191978 3.5 2.2 1.4
O -1.249959 -0.760848 0.945358 1.2 -0.4 0.9
N 1.799287 -0.867760 -0.644300 -1.2 -0.1 0.1
O -1.095298 -0.823347 -1.368305 1.2 -0.2 1.2
H -2.135937 -1.126287 1.068612 0.2 0.0 -0.8
H 1.303758 -1.644147 -1.086054 -0.1 -0.1 -0.2
H 0.892832 2.125210 -0.120605 -0.4 -0.1 -0.3
H 0.675828 1.244204 1.491605 -0.3 -0.2 0.0
H -1.140082 0.902495 -0.220984 -0.2 -2.2 -0.6
```
Positions in Å, forces in eV/Å.

Computed properties:
HOMO-LUMO gap: 0.30749 Ha
LUMO: -0.0185 Ha
2S+1: 1

These are the Löwdin partial charges, in e, on atoms 1 to 8: 0.060, -0.533, -0.296, 0.016, 0.198, 0.036, 0.117, 0.083